<w>
C32H37N5O5RuSSi as an isolated structure. Source: the OMol25 dataset; level of theory: ωB97M-V/def2-TZVPD.

```
82
C32H37N5O5RuSSi (ωB97M-V/def2-TZVPD)
Ru 0.425 -0.162 -0.881
N -1.518 -1.194 -0.661
C -1.981 -2.075 -1.678
C -3.284 -1.990 -2.145
C -3.726 -2.825 -3.158
C -2.857 -3.754 -3.705
C -1.558 -3.839 -3.228
C -1.087 -3.013 -2.208
C 0.350 -3.093 -1.815
C 0.927 -4.365 -1.748
C 2.292 -4.528 -1.597
C 3.094 -3.396 -1.571
C 2.517 -2.136 -1.606
C 1.127 -1.918 -1.662
H -2.221 -0.517 -0.376
H -1.268 -1.741 0.171
H -3.964 -1.273 -1.702
H -4.744 -2.742 -3.518
H -3.181 -4.400 -4.511
H -0.864 -4.537 -3.678
H 0.283 -5.235 -1.816
H 2.721 -5.519 -1.512
H 4.171 -3.491 -1.496
H 3.172 -1.275 -1.578
C -3.178 -2.481 3.267
C -2.050 -1.899 4.109
N -1.718 -0.520 3.774
C -2.504 0.539 4.399
C -3.636 1.075 3.532
C -0.849 -0.209 2.782
S -0.001 -1.460 1.951
N -0.632 1.096 2.620
C -0.322 1.707 1.481
O -0.663 1.366 0.312
C 0.453 2.990 1.627
C 1.096 3.496 0.500
C 1.867 4.644 0.597
C 1.979 5.302 1.814
C 1.330 4.807 2.938
C 0.575 3.647 2.847
H -3.321 -3.534 3.514
H -2.925 -2.415 2.209
H -4.122 -1.963 3.436
H -1.151 -2.498 3.980
H -2.314 -1.916 5.169
H -1.827 1.353 4.658
H -2.904 0.126 5.328
H -3.248 1.440 2.582
H -4.126 1.908 4.039
H -4.387 0.312 3.332
H 0.999 2.968 -0.441
H 2.383 5.019 -0.278
H 2.580 6.200 1.890
H 1.420 5.320 3.887
H 0.079 3.234 3.715
O 5.997 2.134 -0.478
C 5.762 1.600 0.710
O 6.599 1.562 1.583
C 4.403 1.047 0.920
C 3.949 0.480 2.095
N 2.681 0.097 1.881
N 2.275 0.377 0.641
C 3.307 0.942 0.045
C 3.103 1.287 -1.386
O 4.002 1.892 -1.997
O 1.997 0.913 -1.864
H 5.202 2.049 -1.095
H 4.452 0.335 3.034
H 2.030 -0.412 2.471
C 0.124 2.371 -3.432
Si -0.654 0.769 -2.802
C -0.747 -0.344 -4.323
C -2.411 1.347 -2.371
H -0.461 2.716 -4.291
H 1.161 2.245 -3.730
H 0.084 3.153 -2.669
H -1.258 0.198 -5.125
H -1.272 -1.288 -4.163
H 0.265 -0.577 -4.662
H -2.784 1.958 -3.198
H -2.381 1.967 -1.473
H -3.134 0.545 -2.213
```

Computed properties:
2S+1 = 2
lowest unoccupied orbital energy (alpha / beta) = 2.4 / 2.4 eV
charge = -1
expectation value of S² = 0.76

=====

<x>
C32H37N5O5RuSSi as an isolated structure. Source: the OMol25 dataset; level of theory: ωB97M-V/def2-TZVPD.

```
82
C32H37N5O5RuSSi (ωB97M-V/def2-TZVPD)
Ru 0.148 -0.113 -0.087
N 0.427 0.114 2.379
C -0.199 1.157 3.067
C 0.511 1.806 4.076
C -0.032 2.870 4.771
C -1.307 3.302 4.444
C -1.990 2.676 3.414
C -1.474 1.593 2.689
C -2.248 1.157 1.474
C -3.640 1.293 1.588
C -4.475 1.370 0.489
C -3.885 1.402 -0.767
C -2.525 1.173 -0.876
C -1.661 0.897 0.200
H 1.360 -0.085 2.706
H -0.112 -0.750 2.310
H 1.508 1.450 4.315
H 0.540 3.358 5.551
H -1.758 4.141 4.958
H -2.945 3.080 3.108
H -4.072 1.370 2.580
H -5.547 1.459 0.617
H -4.484 1.559 -1.658
H -2.084 1.184 -1.863
C 2.745 0.307 -5.374
C 1.323 0.809 -5.162
N 1.213 1.894 -4.188
C 1.379 3.261 -4.688
C 2.762 3.849 -4.447
C 1.082 1.674 -2.856
S 1.065 0.036 -2.316
N 0.978 2.798 -2.135
C 1.086 2.797 -0.801
O 1.389 1.853 -0.043
C 0.840 4.163 -0.189
C 0.640 4.260 1.181
C 0.398 5.498 1.761
C 0.366 6.639 0.971
C 0.568 6.545 -0.399
C 0.798 5.306 -0.980
H 2.744 -0.534 -6.070
H 3.174 -0.037 -4.433
H 3.388 1.085 -5.788
H 0.681 -0.006 -4.836
H 0.918 1.191 -6.101
H 0.622 3.888 -4.219
H 1.167 3.221 -5.757
H 2.962 3.921 -3.379
H 2.817 4.853 -4.874
H 3.542 3.242 -4.909
H 0.663 3.361 1.777
H 0.227 5.563 2.827
H 0.177 7.605 1.424
H 0.539 7.436 -1.015
H 0.941 5.206 -2.047
O 3.400 -4.925 1.874
C 4.153 -3.987 1.329
O 5.356 -4.096 1.247
C 3.465 -2.779 0.793
C 4.154 -1.767 0.159
N 3.254 -0.840 -0.193
N 2.023 -1.176 0.176
C 2.111 -2.353 0.777
C 0.835 -2.943 1.316
O 0.889 -4.066 1.848
O -0.190 -2.215 1.201
H 2.420 -4.672 1.847
H 5.206 -1.672 -0.050
H 3.358 0.020 -0.711
C -0.108 -3.163 -1.807
Si -1.193 -1.686 -1.334
C -1.952 -1.200 -3.012
C -2.664 -2.336 -0.358
H -0.706 -3.836 -2.433
H 0.230 -3.741 -0.945
H 0.768 -2.867 -2.390
H -2.403 -2.104 -3.438
H -1.203 -0.837 -3.715
H -2.744 -0.460 -2.929
H -3.286 -2.942 -1.028
H -3.278 -1.517 0.025
H -2.346 -2.951 0.483
```

Computed properties:
2S+1 = 2
lowest unoccupied orbital energy (alpha / beta) = 2.4 / 2.4 eV
charge = -1
expectation value of S² = 0.76

=====

Most stable: <w>. Least stable: <x>.

=====

<w>
A 2-piece molecular cluster, C5H15NO2 overall. Source: the OMol25 dataset; level of theory: ωB97M-V/def2-TZVPD.

```
23
C5H15NO2 (ωB97M-V/def2-TZVPD)
C 0.713 0.335 -1.782
O 0.616 -0.995 -2.217
C 0.019 0.627 -0.463
C -1.388 0.023 -0.309
C -1.750 -0.348 1.172
C -0.619 -1.099 1.886
N 0.026 -2.108 1.077
H 0.266 0.967 -2.561
H 1.781 0.614 -1.845
H 0.236 -1.547 -1.542
H 0.011 1.701 -0.267
H 0.693 0.265 0.332
H -1.486 -0.970 -0.765
H -2.060 0.805 -0.643
H -2.600 -1.028 1.089
H -2.084 0.567 1.657
H -1.106 -1.593 2.732
H 0.135 -0.357 2.146
H -0.233 -3.077 1.241
H 1.037 -1.956 1.065
H 3.320 3.126 -0.358
H 2.034 2.679 -1.083
O 2.437 3.370 -0.562
```

Computed properties:
2S+1 = 2
lowest unoccupied orbital energy (alpha / beta) = -3.6 / -9.1 eV
charge = +1
expectation value of S² = 0.76

=====

<x>
A 2-piece molecular cluster, C5H15NO2 overall. Source: the OMol25 dataset; level of theory: ωB97M-V/def2-TZVPD.

```
23
C5H15NO2 (ωB97M-V/def2-TZVPD)
C -2.863 -0.054 -0.037
C -2.183 -0.337 -1.234
N -0.792 -0.978 -0.848
C -0.183 -1.818 -1.959
C 0.299 0.196 -0.745
C 1.187 0.088 0.459
O 2.428 -0.684 0.363
H -2.239 0.252 0.906
H -3.336 -0.948 0.327
H -3.807 0.580 0.005
H -2.053 0.265 -2.081
H -2.785 -1.222 -1.735
H -0.701 -1.308 -2.897
H 0.839 -1.669 -2.159
H -0.193 -2.818 -1.706
H 0.891 0.231 -1.668
H -0.389 1.116 -0.740
H 0.565 -0.371 1.383
H 1.769 1.061 0.642
H 2.266 -1.423 -0.171
H 4.194 2.856 4.042
H 3.395 3.361 5.337
O 3.691 3.625 4.516
```

Computed properties:
2S+1 = 2
lowest unoccupied orbital energy (alpha / beta) = -2.9 / -8.2 eV
charge = +1
expectation value of S² = 0.75

=====

Most stable: <w>. Least stable: <x>.

=====

<w>
One molecule with the formula C4H6S2. Source: the OMol25 dataset; level of theory: ωB97M-V/def2-TZVPD.

```
12
C4H6S2 (ωB97M-V/def2-TZVPD)
C -2.064 0.495 -0.765
C -1.030 0.429 0.075
C -0.162 -0.708 0.409
S 1.198 -0.918 -0.698
C 2.482 -0.169 0.171
S 3.928 0.317 -0.404
H -2.630 -0.333 -1.117
H -2.464 1.482 -0.919
H -0.675 1.428 0.278
H -0.851 -1.566 0.302
H 0.111 -0.657 1.480
H 2.156 0.200 1.188
```

Computed properties:
lowest unoccupied orbital energy = -0.2 eV

=====

<x>
C4H6S2 as an isolated structure. Source: the OMol25 dataset; level of theory: ωB97M-V/def2-TZVPD.

```
12
C4H6S2 (ωB97M-V/def2-TZVPD)
C -0.438 -0.704 0.510
C -0.477 0.711 0.046
C 1.055 0.836 -0.490
C 0.930 -0.638 -0.105
H -2.650 -0.835 0.351
H -0.465 -0.946 1.487
H -0.623 1.490 0.992
H -1.285 0.936 -0.650
H 1.910 1.531 0.104
H 1.588 0.875 -1.786
S -1.815 -1.568 -0.375
S 2.272 -1.688 -0.085
```

Computed properties:
lowest unoccupied orbital energy = -1.0 eV

=====

<y>
One molecule with the formula C4H6S2. Source: the OMol25 dataset; level of theory: ωB97M-V/def2-TZVPD.

```
12
C4H6S2 (ωB97M-V/def2-TZVPD)
C 0.628 -0.842 1.033
S -1.110 -1.157 0.538
C -0.886 0.700 -0.077
C -0.860 1.491 -1.361
C 0.110 0.415 -0.989
S 1.569 0.370 0.027
H 0.494 -0.492 1.992
H 1.282 -1.798 1.171
H -0.667 1.214 0.932
H -1.576 1.231 -2.187
H -0.564 2.439 -1.256
H -0.256 -0.587 -1.324
```

Computed properties:
lowest unoccupied orbital energy = 0.7 eV

=====

Most stable: <w>. Least stable: <x>.

=====

<w>
C6H10 as an isolated structure. Source: the OMol25 dataset; level of theory: ωB97M-V/def2-TZVPD.

```
16
C6H10 (ωB97M-V/def2-TZVPD)
C -0.632 0.670 0.574
C -0.046 1.376 1.551
C 0.455 -0.081 -0.949
C -0.161 -0.662 0.175
C 0.489 -1.654 1.059
C -0.233 0.309 -2.222
H -1.552 1.046 0.145
H 0.820 0.989 2.077
H -0.517 2.211 2.056
H 1.526 0.128 -0.870
H -0.191 -2.152 1.743
H 1.339 -1.210 1.585
H 1.003 -2.412 0.467
H -0.954 1.088 -1.970
H -0.820 -0.541 -2.570
H 0.481 0.660 -2.960
```

Computed properties:
2S+1 = 2
lowest unoccupied orbital energy (alpha / beta) = -5.7 / -6.6 eV
charge = +1
expectation value of S² = 0.78

=====

<x>
An isolated ion of composition C6H10 and charge +1. Source: the OMol25 dataset; level of theory: ωB97M-V/def2-TZVPD.

```
16
C6H10 (ωB97M-V/def2-TZVPD)
C -0.914 2.353 -1.417
C -0.117 1.402 -0.470
C 1.256 -2.888 1.210
C 0.088 -2.117 0.954
C 0.289 -0.674 0.709
C -0.664 0.117 0.044
H -1.494 3.167 -0.757
H -0.229 2.914 -2.086
H -1.686 1.856 -2.103
H 0.907 1.063 -0.915
H 0.152 2.022 0.444
H 1.476 -3.933 1.636
H 2.210 -2.371 0.960
H -0.743 -2.624 0.620
H 1.201 -0.245 0.998
H -1.733 -0.043 0.173
```

Computed properties:
2S+1 = 2
lowest unoccupied orbital energy (alpha / beta) = -5.5 / -7.5 eV
charge = +1
expectation value of S² = 0.80

=====

Most stable: <x>. Least stable: <w>.

=====

<w>
A 2-piece molecular cluster, H5N2P overall. Source: the OMol25 dataset; level of theory: ωB97M-V/def2-TZVPD.

```
8
H5N2P (ωB97M-V/def2-TZVPD)
N -1.153 -0.539 0.428
N 1.203 0.049 0.439
P -0.209 0.851 0.877
H -2.096 -0.175 0.703
H -0.762 -1.404 0.759
H 1.985 0.720 0.195
H 1.001 -0.831 -0.122
H -1.122 2.192 -0.598
```

Computed properties:
lowest unoccupied orbital energy = 0.6 eV

=====

<x>
A 2-piece molecular cluster, H5N2P overall. Source: the OMol25 dataset; level of theory: ωB97M-V/def2-TZVPD.

```
8
H5N2P (ωB97M-V/def2-TZVPD)
N 1.250 -0.425 -0.092
N 0.208 0.486 -0.037
P -1.355 -0.159 -0.260
H 1.937 -0.211 0.619
H 0.975 -1.400 -0.098
H 0.370 1.330 -1.301
H -1.970 1.033 0.109
H -1.415 -0.653 1.062
```

Computed properties:
lowest unoccupied orbital energy = 0.7 eV

=====

Most stable: <w>. Least stable: <x>.

=====

<w>
A 2-piece molecular cluster, C2H8IN2 overall. Source: the OMol25 dataset; level of theory: ωB97M-V/def2-TZVPD.

```
13
C2H8IN2 (ωB97M-V/def2-TZVPD)
C 1.006 -1.702 -0.806
C 1.298 -0.403 -0.060
N 0.272 0.282 0.239
N -1.149 0.662 -1.805
I 3.262 0.161 0.274
H 1.771 -2.064 -1.531
H 0.058 -1.665 -1.405
H 0.798 -2.538 -0.163
H 0.324 1.237 0.743
H -0.997 0.226 -0.837
H -1.168 1.630 -1.619
H -0.501 0.342 -2.624
H -2.096 0.463 -2.164
```

Computed properties:
lowest unoccupied orbital energy = -3.8 eV
charge = +1

=====

<x>
An isolated ion of composition C2H8IN2 and charge +1. Source: the OMol25 dataset; level of theory: ωB97M-V/def2-TZVPD.

```
13
C2H8IN2 (ωB97M-V/def2-TZVPD)
N 1.443 0.076 -0.347
C 0.494 0.257 0.936
I -0.024 2.286 1.094
C -0.752 -0.551 0.503
N -1.035 -0.046 -0.915
H 1.688 0.858 -0.880
H 2.304 -0.456 -0.165
H 1.113 -0.255 1.667
H -0.474 -1.603 0.292
H -1.636 -0.542 1.195
H -0.001 -0.098 -1.104
H -1.504 0.824 -0.754
H -1.616 -0.750 -1.522
```

Computed properties:
lowest unoccupied orbital energy = -3.4 eV
charge = +1

=====

Most stable: <w>. Least stable: <x>.

=====

<w>
A 5-piece molecular cluster, C24H25N5 overall. Source: the OMol25 dataset; level of theory: ωB97M-V/def2-TZVPD.

```
54
C24H25N5 (ωB97M-V/def2-TZVPD)
C -3.632 0.427 -2.619
C -5.052 0.406 -2.554
C -5.530 -0.437 -3.549
N -4.438 -1.017 -4.099
C -3.260 -0.441 -3.628
H -3.033 1.081 -2.002
H -5.679 1.070 -1.977
H -6.565 -0.578 -3.824
H -4.448 -1.836 -4.691
H -2.264 -0.677 -3.971
C -0.990 3.659 2.957
C -1.074 3.119 4.238
C -2.204 3.290 4.989
N -3.212 4.183 4.585
C -3.109 4.723 3.344
C -2.050 4.507 2.529
H -0.167 3.528 2.270
H -0.224 2.490 4.461
H -2.487 2.660 5.819
H -3.850 5.405 2.953
H -1.887 4.989 1.576
C 4.445 3.716 -1.865
C 5.566 3.324 -2.539
C 5.961 1.931 -2.438
N 5.367 1.018 -1.684
C 4.280 1.412 -1.008
C 3.786 2.772 -1.050
H 4.130 4.744 -1.965
H 6.120 4.054 -3.111
H 6.858 1.600 -2.940
H 3.707 0.767 -0.359
H 2.864 3.132 -0.618
C 0.187 -1.712 0.323
C -0.932 -0.994 -0.145
C -1.047 0.380 0.118
N -0.066 1.039 0.753
C 1.088 0.376 1.120
C 1.221 -0.970 0.821
H 0.389 -2.763 0.185
H -1.746 -1.333 -0.769
H -1.833 1.053 -0.192
H 1.936 0.910 1.524
H 2.138 -1.438 1.147
C -0.063 -6.308 0.787
C 0.768 -6.300 1.905
C 2.071 -5.773 1.751
N 2.455 -5.178 0.599
C 1.538 -5.003 -0.486
C 0.274 -5.641 -0.410
H -1.029 -6.787 0.860
H 0.560 -6.751 2.864
H 2.859 -5.816 2.488
H 1.728 -4.257 -1.244
H -0.424 -5.754 -1.226
```

Computed properties:
lowest unoccupied orbital energy = 0.6 eV

=====

<x>
One molecule with the formula C24H25N5. Source: the OMol25 dataset; level of theory: ωB97M-V/def2-TZVPD.

```
54
C24H25N5 (ωB97M-V/def2-TZVPD)
C -1.431 -1.106 -3.144
C -1.942 -1.238 -1.751
N -2.820 -2.252 -1.455
C -3.164 -2.190 -0.134
C -4.011 -2.994 0.616
C -4.159 -2.688 1.952
C -3.478 -1.614 2.529
C -2.634 -0.815 1.789
C -2.473 -1.094 0.433
C -1.698 -0.506 -0.619
C -0.846 0.725 -0.506
C -1.771 1.869 -0.143
C -2.689 2.333 -1.079
C -3.554 3.351 -0.720
N -3.560 3.917 0.475
C -2.687 3.477 1.364
C -1.776 2.464 1.112
N 0.225 0.606 0.480
C 1.255 1.619 0.310
C 2.242 1.297 -0.824
N 2.821 -0.017 -0.632
C 4.061 -0.125 -0.072
C 4.642 -1.357 0.287
C 5.928 -1.367 0.777
C 6.628 -0.173 0.909
C 5.978 0.985 0.527
N 4.745 1.018 0.059
C 1.798 -1.033 -0.537
C 0.838 -0.698 0.619
H -2.258 -0.985 -3.843
H -0.873 -1.998 -3.433
H -0.776 -0.245 -3.240
H -3.166 -2.923 -2.119
H -4.532 -3.827 0.166
H -4.812 -3.291 2.566
H -3.618 -1.412 3.580
H -2.104 0.006 2.243
H -0.442 0.941 -1.511
H -2.727 1.902 -2.069
H -4.282 3.738 -1.423
H -2.721 3.964 2.330
H -1.078 2.141 1.868
H 0.782 2.585 0.128
H 1.816 1.678 1.248
H 3.050 2.027 -0.837
H 1.730 1.305 -1.793
H 4.107 -2.286 0.180
H 6.389 -2.304 1.058
H 7.636 -0.150 1.292
H 6.462 1.952 0.601
H 2.234 -2.019 -0.387
H 1.243 -1.047 -1.481
H 0.062 -1.459 0.699
H 1.410 -0.687 1.554
```

Computed properties:
lowest unoccupied orbital energy = 0.5 eV

=====

Most stable: <x>. Least stable: <w>.

=====

<w>
An isolated ion of composition C5H12N3 and charge +1. Source: the OMol25 dataset; level of theory: ωB97M-V/def2-TZVPD.

```
20
C5H12N3 (ωB97M-V/def2-TZVPD)
C 2.831 -0.831 0.289
C 1.734 -0.119 -0.436
N 1.138 0.984 -0.122
C -0.286 1.428 -0.456
N -1.133 1.108 0.659
C -1.403 -0.207 0.877
C -2.248 -0.928 0.139
N -3.057 -0.364 -0.852
H 3.017 -1.711 -0.389
H 2.356 -1.135 1.219
H 3.761 -0.234 0.501
H 1.321 -0.671 -1.223
H 1.484 1.638 0.542
H -0.203 2.583 -0.620
H -0.661 0.800 -1.296
H -0.845 1.505 1.460
H -0.751 -0.651 1.532
H -2.381 -1.938 0.341
H -3.467 -1.012 -1.440
H -3.418 0.644 -0.695
```

Computed properties:
lowest unoccupied orbital energy = -4.5 eV
charge = +1

=====

<x>
A 2-piece molecular cluster, C5H12N3 overall. Source: the OMol25 dataset; level of theory: ωB97M-V/def2-TZVPD.

```
20
C5H12N3 (ωB97M-V/def2-TZVPD)
C 1.647 1.281 -0.196
C 1.706 1.261 -1.565
C 3.085 -0.542 0.298
N 2.611 0.609 0.643
H 0.899 1.828 0.359
H 2.312 0.625 -2.158
H 1.042 1.918 -2.117
H 3.856 -1.068 0.960
H 2.684 -1.068 -0.553
C -2.557 -0.256 -0.085
C -1.564 -0.752 0.720
N -1.366 -0.382 2.035
N -2.699 -0.848 -1.423
H -3.328 0.519 0.094
H -0.922 -1.489 0.329
H -0.370 -0.299 2.252
H -1.758 0.537 2.285
H -2.241 -0.328 -2.135
H -3.662 -1.003 -1.722
H -2.232 -1.779 -1.404
```

Computed properties:
lowest unoccupied orbital energy = -3.7 eV
charge = +1

=====

Most stable: <w>. Least stable: <x>.

=====

<w>
One molecule with the formula CH2Cl2. Source: the OMol25 dataset; level of theory: ωB97M-V/def2-TZVPD.

```
5
CH2Cl2 (ωB97M-V/def2-TZVPD)
Cl -22.082 -0.355 -6.211
C -20.808 0.229 -5.084
Cl -19.632 -1.079 -4.911
H -20.256 1.038 -5.561
H -21.153 0.331 -4.055
```

Computed properties:
lowest unoccupied orbital energy = 1.0 eV

=====

<x>
One molecule with the formula CH2Cl2. Source: the OMol25 dataset; level of theory: ωB97M-V/def2-TZVPD.

```
5
CH2Cl2 (ωB97M-V/def2-TZVPD)
Cl -3.368 13.722 -12.651
C -4.458 12.404 -13.159
Cl -5.528 12.896 -14.371
H -3.893 11.726 -13.797
H -5.000 11.851 -12.392
```

Computed properties:
lowest unoccupied orbital energy = 1.0 eV

=====

Most stable: <w>. Least stable: <x>.